2 unconnected molecules or ions with the total composition C6H12O, computed with ωB97M-V/def2-TZVPD.

Output
Energy   -8463.1587 eV
LUMO energy   0.94 eV
Strongest force on any atom   0.0097 hartree/bohr
Structure (SMILES)   CCC(C)=O.C=C
Spin multiplicity   1
Frontier orbital gap   10.522 eV
Energy above the lowest of the compared OMol25 structures with the same formula, charge and spin   1.195 eV

Positions of all 19 atoms, in Å:
C  -0.51664  -1.47689  -0.46295
C  -0.02784  -0.20352  -1.16075
C  -2.24979  1.02642  1.45495
C  -1.20172  1.81065  1.68347
O  1.43739  1.43218  -0.21496
C  1.30686  0.30194  -0.63996
C  2.47765  -0.65735  -0.69044
H  -1.53695  -1.71497  -0.77998
H  0.11302  -2.34074  -0.70148
H  -0.53131  -1.34557  0.62440
H  -0.74967  0.60814  -1.03561
H  -2.83248  0.59330  2.26432
H  -2.57217  0.78206  0.44418
H  -0.88726  2.05215  2.69632
H  -0.60099  2.22760  0.87877
H  0.07740  -0.39161  -2.23839
H  2.27361  -1.55130  -0.09081
H  2.64861  -0.99114  -1.72080
H  3.37228  -0.16135  -0.31028